Entry from the OMol25 dataset: a 2-piece molecular cluster, C33H16F15O2Si overall (ωB97M-V/def2-TZVPD).

Calculated values
**Frontier orbital gap**: 4.61 eV
**Charge**: +1
**Lowest unoccupied orbital energy**: -5.57 eV
**Electronic energy**: -3204.774793 a.u.

Geometry as XYZ:
```
67
C33H16F15O2Si, DFT ωB97M-V/def2-TZVPD
F 3.1600 4.8638 -3.3865
C 2.6146 3.6715 -3.0851
C 1.9093 2.9532 -4.0508
F 1.7770 3.4426 -5.2987
C 1.3736 1.7106 -3.7268
F 0.7359 1.0296 -4.7140
C 1.5145 1.1268 -2.4661
Si 0.8713 -0.5766 -2.0719
C -0.6382 -0.9571 -3.1149
C -0.7874 -2.0702 -3.9465
F 0.2215 -2.9742 -4.0528
C -1.9308 -2.3022 -4.7101
F -1.9990 -3.3802 -5.5139
C -2.9998 -1.4111 -4.6563
F -4.1085 -1.6288 -5.3871
C -2.8904 -0.2819 -3.8464
F -3.9093 0.5978 -3.7624
C -1.7161 -0.0672 -3.1277
F -1.5959 1.1034 -2.4459
C 2.2118 -1.8539 -2.3231
C 3.1844 -1.7284 -3.3201
F 3.1728 -0.6381 -4.1310
C 4.1244 -2.7167 -3.5983
F 4.9982 -2.5559 -4.6118
C 4.1298 -3.8946 -2.8526
F 5.0215 -4.8668 -3.1171
C 3.1776 -4.0584 -1.8468
F 3.1432 -5.1977 -1.1285
C 2.2406 -3.0557 -1.6170
F 1.2401 -3.3176 -0.7309
O 0.3646 -0.5148 -0.4235
C -0.8715 -0.7321 -0.0133
C -1.5644 -1.9246 0.1489
C -2.9509 -1.6354 0.4999
C -2.9895 -0.1131 0.5017
O -1.6087 0.3308 0.2549
C 2.2393 1.8688 -1.5350
F 2.5017 1.3244 -0.3145
C 2.7663 3.1261 -1.8119
F 3.4360 3.8009 -0.8556
H -1.1022 -2.8876 -0.0199
H -3.6670 -2.0391 -0.2275
H -3.2349 -2.0213 1.4850
H -3.6236 0.2526 -0.3121
H -3.3211 0.2872 1.4612
C 1.1928 0.8506 4.2187
C 2.0458 1.5320 3.0916
C 1.2455 2.7491 2.7387
C 0.0613 2.7993 3.4614
C -0.0556 1.6710 4.3097
C -1.1819 1.3329 5.1254
C -2.2454 2.2567 5.3302
C -3.3891 1.8857 6.0289
C -3.5192 0.5943 6.5564
C -2.4659 -0.3170 6.4029
C -1.3061 0.0459 5.7279
H 0.9843 -0.1965 3.9701
H 1.7502 0.8733 5.1678
H 3.0595 1.7581 3.4441
H 2.1391 0.8466 2.2380
H 1.5803 3.4628 1.9914
H -0.6988 3.5803 3.3965
H -2.1527 3.2678 4.9306
H -4.1947 2.6072 6.1582
H -4.4295 0.3014 7.0807
H -2.5558 -1.3231 6.8110
H -0.4848 -0.6674 5.6232
```



Entry from the OMol25 dataset: C33H20AuBrN4O2S2 as an isolated structure (ωB97M-V/def2-TZVPD).

Calculated values
**Frontier orbital gap (alpha / beta)**: 2.59 / 2.58 eV
**Charge**: +2
**Lowest unoccupied orbital energy (alpha / beta)**: -9.76 / -9.77 eV
**Electronic energy**: -5144.507290 a.u.
**ΔE to the lowest compared entry with this formula, charge and spin**: 31.64 kcal/mol

Geometry as XYZ:
```
63
C33H20AuBrN4O2S2, DFT ωB97M-V/def2-TZVPD
Au -1.5552 -0.2946 -0.9592
S -3.2889 -0.0055 4.8513
C -3.5160 0.0935 6.5116
C -2.3283 0.1919 7.2222
C -1.2215 0.1877 6.3879
C -1.5598 0.0810 5.0268
C -0.6880 0.0531 3.9243
C -1.2042 -0.0541 2.5752
N -0.4606 -0.0582 1.5251
C 0.8965 0.0540 1.6673
C 1.5163 0.1718 2.9565
C 2.9535 0.3190 3.0720
C 3.7142 0.3996 1.9770
C 3.1116 0.3235 0.6636
C 3.8491 0.5211 -0.4697
C 3.2105 0.5155 -1.7357
C 1.7899 0.2127 -1.7625
N 1.0968 0.0036 -0.7064
C 1.6905 0.1032 0.5218
C 3.8826 0.7873 -2.9246
C 5.2564 1.0607 -3.1061
C 5.5801 1.3187 -4.4196
C 4.4642 1.2464 -5.2552
S 3.0446 0.8719 -4.4538
C 0.7121 0.1551 4.0667
H -4.5161 0.0784 6.9174
H -2.2883 0.2649 8.2978
H -0.2059 0.2576 6.7469
H -2.2738 -0.1195 2.4040
H 3.3898 0.3897 4.0593
H 4.7840 0.5422 2.0503
H 4.9074 0.7226 -0.3812
H 1.2447 0.1780 -2.6971
H 5.9718 1.0688 -2.2975
H 6.5694 1.5533 -4.7803
H 4.4511 1.4118 -6.3227
H 1.1655 0.2417 5.0436
N -1.7889 -2.3094 -1.1697
C -2.0959 -3.3982 -1.3539
C -2.4698 -4.7560 -1.6017
C -1.9585 -5.4109 -2.7227
C -2.3322 -6.7202 -2.9629
C -3.2056 -7.3641 -2.0953
C -3.7125 -6.7058 -0.9815
C -3.3482 -5.3967 -0.7271
H -1.2849 -4.8948 -3.3930
H -1.9464 -7.2392 -3.8290
H -3.4964 -8.3875 -2.2905
H -4.3946 -7.2138 -0.3145
H -3.7394 -4.8698 0.1325
Br -3.8270 6.7867 -0.6023
C -2.3662 5.8572 -1.3383
C -1.3452 6.5636 -1.9678
N -0.2851 5.9678 -2.5001
C -0.2195 4.6436 -2.4316
C -1.1901 3.8562 -1.8229
C -2.2931 4.4806 -1.2577
C -1.0283 2.3697 -1.7949
O -0.1950 1.8216 -2.5154
O -1.8084 1.7569 -0.9634
H -1.3951 7.6434 -2.0420
H 0.6463 4.1701 -2.8781
H -3.0662 3.9007 -0.7735
```